Record 1
Below is the molecule C4H9BO2S, with properties calculated with ωB97M-V with the def2-TZVPD basis set.

Geometry (Å):
1 O 2.95 -0.51 0.66
2 B 2.02 0.21 -0.06
3 O 2.44 0.91 -1.15
4 C 0.50 -0.09 0.42
5 C -0.58 0.91 0.13
6 C -1.93 0.28 0.29
7 C -1.90 -1.14 -0.31
8 S -0.18 -1.70 -0.18
9 H 3.71 -0.60 0.19
10 H 3.33 0.96 -1.18
11 H 0.60 -0.21 1.47
12 H -0.30 1.17 -0.90
13 H -0.70 1.95 0.67
14 H -2.32 0.20 1.29
15 H -2.77 0.69 -0.31
16 H -2.49 -1.94 0.26
17 H -2.38 -1.09 -1.28

Summary:
Energy relative to the best compared isomer or geometry (same formula, charge and spin) in eV: 0.000
LUMO level in eV: 0.31
E_tot in eV: -19902.442
Gap between HOMO and LUMO in eV: 8.52

Record 2
Below is the molecule C4H5BrN2O2S, with properties calculated with ωB97M-V with the def2-TZVPD basis set.

Geometry (Å):
1 C -1.02 2.22 1.53
2 C -1.36 1.15 0.81
3 C 0.15 2.64 2.10
4 C 0.60 -0.13 0.01
5 N -0.65 0.16 0.05
6 N 1.11 -2.75 -0.60
7 O -0.49 -1.29 -2.09
8 O 1.95 -1.01 -2.26
9 S 0.81 -1.29 -1.43
10 Br 1.60 3.20 1.11
11 H -1.81 2.68 1.97
12 H -2.54 0.86 0.74
13 H -1.39 -0.16 -0.57
14 H 2.03 -2.73 -0.16
15 H 1.00 -3.53 -1.19

Summary:
Energy relative to the best compared isomer or geometry (same formula, charge and spin) in eV: 6.600
LUMO level (alpha / beta) in eV: -1.62 / -1.35
E_tot in eV: -92174.633
Gap between HOMO and LUMO (alpha / beta) in eV: 7.20 / 7.24

Record 3
Below is a structure of composition C5H8O, with properties calculated with ωB97M-V with the def2-TZVPD basis set.

Geometry (Å):
1 C 1.62 0.15 0.80
2 C 0.91 0.93 -0.01
3 C -1.14 0.28 -1.12
4 C -1.60 -0.57 -0.21
5 O -1.19 0.09 0.93
6 C -0.57 1.07 0.04
7 H 1.18 -0.29 1.69
8 H 2.65 -0.10 0.58
9 H 0.75 -1.75 0.27
10 H 1.36 1.37 -0.89
11 H -1.00 0.32 -2.19
12 H 0.11 -2.05 0.03
13 H -2.12 -1.52 -0.15
14 H -0.97 2.06 0.24

Summary:
Energy relative to the best compared isomer or geometry (same formula, charge and spin) in eV: 4.093
LUMO level in eV: 1.18
E_tot in eV: -7358.162
Gap between HOMO and LUMO in eV: 10.17